Record 1
Formula: C13H18N2O4
Source: the OMol25 dataset
Level of theory: ωB97M-V/def2-TZVPD

Values from the calculation:
LUMO in eV: 0.50
Orbital gap in Ha: 0.355
Largest force on an atom in eV Å⁻¹: 3.5
HOMO in eV: -9.14
Structure (SMILES): C[C@@H](O)[C@H](NC(=O)[C@@H](N)Cc1ccccc1)C(=O)O

```
37
Properties=species:S:1:pos:R:3:forces:R:3
C -3.898 -1.037 1.583 0.1689 1.1172 0.2698
C -3.609 -1.169 0.118 0.5291 0.4585 -1.1247
O -4.768 -1.187 -0.779 0.4051 0.2955 0.3902
C -2.789 0.059 -0.473 -1.4843 -0.3177 0.5447
N -1.445 0.163 -0.025 -0.1225 0.1278 0.2620
C -0.398 -0.595 -0.426 -1.3281 -0.4431 0.2845
O -0.563 -1.716 -0.896 0.6229 0.7157 -0.1577
C 0.921 0.073 -0.155 3.2915 -0.5351 -1.0223
N 0.942 1.131 0.822 0.8397 1.5319 0.4141
C 2.027 -0.997 0.173 -0.9322 -0.9493 0.0590
C 3.421 -0.445 0.090 -0.1656 -0.0130 0.0082
C 4.324 -0.546 1.146 0.5372 0.9410 -1.2187
C 5.614 -0.034 1.018 -0.3380 -0.7182 -1.3627
C 6.055 0.461 -0.228 1.3678 1.9872 0.8068
C 5.183 0.585 -1.276 -1.7326 -0.0627 -0.3306
C 3.857 0.150 -1.068 0.1857 0.6843 -2.6562
C -3.513 1.403 -0.044 1.5357 -0.0153 -0.6483
O -2.907 2.286 0.513 -0.4317 -0.5419 -0.0244
O -4.763 1.561 -0.443 -0.6215 -0.6638 -0.2041
H -4.347 -1.935 1.977 -0.3278 -0.2481 0.1130
H -4.564 -0.165 1.724 0.3146 -0.4292 0.4360
H -2.922 -0.905 2.124 -0.9123 0.1091 -0.4780
H -2.970 -2.039 0.045 -0.0386 -0.3656 -0.8348
H -5.372 -1.939 -0.758 0.5360 -0.0818 0.5318
H -2.801 -0.006 -1.570 -0.2925 -0.1457 0.1923
H -1.271 1.052 0.391 0.5392 0.7454 0.2919
H 1.349 0.572 -1.113 -1.3772 -0.8242 1.1829
H 0.864 0.883 1.814 -0.1267 -0.4710 -0.6324
H 1.875 1.604 0.744 -1.3347 -0.4524 0.0900
H 1.946 -1.874 -0.531 -0.0952 0.8358 0.7055
H 1.819 -1.372 1.210 0.2084 0.1538 -0.8144
H 3.953 -0.949 2.038 -0.1364 -0.6288 1.3306
H 6.313 -0.172 1.804 0.4526 0.2454 0.7008
H 7.002 1.079 -0.307 -0.8008 -1.4437 0.2483
H 5.381 1.066 -2.256 0.3175 -0.3924 0.9621
H 3.199 0.328 -1.976 0.4804 -0.5436 1.3891
H -5.099 0.718 -0.834 0.2661 0.3381 0.2956
```
Positions in Å, forces in eV/Å.

Record 2
Formula: C12H33Br2MnN3O3
Source: the OMol25 dataset
Level of theory: ωB97M-V/def2-TZVPD

Values from the calculation:
Spin multiplicity: 6
LUMO (spin up / spin down) in eV: 0.57 / 0.57
Orbital gap (spin up / spin down) in Ha: 0.298 / 0.326
Largest force on an atom in eV Å⁻¹: 2.7
HOMO (spin up / spin down) in eV: -7.52 / -8.31

```
54
Properties=species:S:1:pos:R:3:forces:R:3
Mn 0.359 1.141 0.308 -0.2435 -1.0277 -0.1130
Br 2.849 0.423 0.441 0.0110 -0.1534 -0.0603
Br -2.164 2.191 0.462 0.1932 -0.1400 -0.0504
C 0.570 -0.989 4.280 -0.0921 -0.1182 -0.1760
C -0.058 -0.906 2.838 0.8247 0.2506 2.0320
C -1.489 -1.440 2.864 1.2313 -0.8944 -1.5955
O -1.856 -1.699 1.490 -1.1065 -0.1800 2.1195
C -3.207 -2.167 1.436 0.4764 0.8826 -0.7960
N 0.014 0.520 2.419 -0.2921 -0.6535 1.0132
H 0.571 -1.970 4.755 -0.6897 -0.1737 -0.1543
H 0.102 -0.255 4.935 -0.0975 -0.0830 0.2168
H 1.644 -0.803 4.273 0.0350 0.5417 -0.4527
H 0.707 -1.440 2.275 -0.8609 -0.4914 -0.7753
H -2.252 -0.828 3.345 0.2790 0.5833 0.0279
H -1.462 -2.385 3.406 -0.1315 -0.2773 0.0190
H -3.920 -1.343 1.401 0.0771 0.3754 0.1516
H -3.447 -2.746 2.328 0.0214 -0.6599 -0.4273
H -3.247 -2.617 0.445 -0.4825 -0.7684 0.4121
H 0.560 0.857 3.200 0.5831 1.0246 -0.4685
H -0.899 0.913 2.598 -0.5090 0.3394 -0.2062
C 0.894 -2.952 -0.521 -0.0103 0.6947 0.3246
C 0.365 -1.757 -1.368 2.3053 -1.4596 0.3043
C -0.399 -2.379 -2.568 -0.0016 0.6199 0.5960
O 0.389 -3.236 -3.395 -1.0569 -0.0090 0.1118
C -0.393 -3.857 -4.431 1.0675 0.1208 -0.7083
N -0.400 -0.835 -0.502 -0.5474 -1.0751 -1.8353
H 1.387 -3.722 -1.115 -0.2175 0.1103 -0.1019
H 0.062 -3.370 0.047 -0.3041 -0.3621 -0.2538
H 1.587 -2.655 0.266 0.2307 0.4006 -0.2184
H 1.216 -1.156 -1.688 0.1968 -0.3064 -0.4801
H -0.819 -1.553 -3.142 -0.2079 0.0764 -0.4202
H -1.215 -2.944 -2.118 -0.3796 -0.2225 -0.1083
H -1.328 -4.358 -4.180 0.0045 0.1980 0.7784
H 0.240 -4.598 -4.920 0.1949 -0.1922 0.4344
H -0.595 -3.184 -5.264 -0.2571 0.6046 0.2113
H -0.913 -1.428 0.135 0.0756 0.1590 0.6443
H -1.149 -0.596 -1.136 -0.6059 1.1119 0.0047
C 1.418 3.956 -2.831 -0.0047 0.4095 0.4788
C 1.400 3.052 -1.581 0.4564 2.7104 -0.0486
C 0.952 3.885 -0.337 0.8332 -0.5507 -0.9989
O 1.036 3.104 0.847 -0.2669 -0.1017 -0.7181
C 0.832 3.858 1.995 0.1172 0.9955 1.2433
N 0.552 1.935 -1.868 -0.1249 -0.7897 -1.0297
H 1.590 3.347 -3.718 0.3343 0.0090 -0.0231
H 2.188 4.723 -2.739 0.0380 -0.0051 -0.2154
H 0.465 4.455 -3.005 -0.1752 0.0812 0.1989
H 2.429 2.702 -1.505 -0.1143 -0.1722 0.7599
H -0.067 4.248 -0.469 -0.1403 0.0429 -0.0144
H 1.655 4.713 -0.256 -0.0429 0.2444 0.0863
H 1.632 4.596 2.044 0.1867 0.0655 0.2904
H 0.835 3.252 2.901 0.3761 -0.3465 -0.3096
H -0.102 4.414 2.071 -0.3769 -0.1299 -0.7021
H 1.064 1.607 -2.674 0.6092 -1.7386 0.1694
H -0.181 2.280 -2.472 -1.4191 0.4301 0.8327
```
Positions in Å, forces in eV/Å.

Record 3
Formula: C3H6ClNO3S
Source: the OMol25 dataset
Level of theory: ωB97M-V/def2-TZVPD

Values from the calculation:
LUMO in eV: 0.54
Orbital gap in Ha: 0.383
Largest force on an atom in eV Å⁻¹: 3.6
HOMO in eV: -9.90
Structure (SMILES): C/N=C(\Cl)OS(C)(=O)=O

```
15
Properties=species:S:1:pos:R:3:forces:R:3
C 0.397 1.285 2.479 -1.7903 1.7207 0.2102
N 0.322 0.587 1.239 0.8684 0.8973 -1.6623
C 1.075 0.658 0.235 -0.5320 0.6423 3.1589
Cl 2.637 1.449 0.205 -0.3185 -0.0914 -0.4679
O 0.730 0.051 -0.902 0.5745 -0.7820 -1.1856
S -0.563 -0.951 -0.725 -3.5540 -0.4896 0.6705
C -0.859 -1.335 -2.471 -0.6809 1.0479 0.0720
O -0.234 -2.083 0.078 0.6117 0.1437 -0.3203
O -1.699 -0.129 -0.350 1.1857 -0.8452 -0.8104
H 1.323 1.331 2.958 1.9272 -0.0856 0.4220
H -0.017 2.385 2.545 0.6538 -2.0177 -0.9663
H -0.256 0.731 3.111 -0.5070 -0.2875 0.8359
H -0.725 -2.294 -2.983 0.7767 -0.0678 1.0190
H -1.964 -1.122 -2.595 1.4845 0.3585 0.1287
H -0.167 -0.563 -2.825 -0.6997 -0.1437 -1.1046
```
Positions in Å, forces in eV/Å.

Record 4
Formula: C11H14N2O4
Source: the OMol25 dataset
Level of theory: ωB97M-V/def2-TZVPD

Values from the calculation:
LUMO in eV: 0.58
Orbital gap in Ha: 0.332
Largest force on an atom in eV Å⁻¹: 2.6
HOMO in eV: -8.45
Structure (SMILES): N[C@@H](CC1=CCCCc2o[nH]c(=O)c21)C(=O)O

```
31
Properties=species:S:1:pos:R:3:forces:R:3
N 1.783 -0.339 2.082 0.0586 -0.1655 -1.0710
C 2.409 0.102 0.822 -0.4967 0.0833 1.4215
C 1.371 0.841 -0.066 -0.3117 0.8542 0.9356
C 0.089 0.092 -0.383 -0.0165 -2.2673 -0.8488
C 0.245 -1.043 -1.141 -0.4508 1.8355 1.5710
C -0.852 -1.943 -1.595 0.7986 -1.1894 1.0535
C -1.787 -1.220 -2.483 -2.2192 0.3754 0.6489
C -2.896 -0.571 -1.578 -0.2129 -0.6609 0.6227
C -2.496 0.281 -0.395 1.2605 -0.1322 0.9540
O -3.487 0.799 0.436 0.0151 -0.4459 -0.6411
N -2.831 1.500 1.461 1.4060 0.2541 -0.8032
C -1.456 1.251 1.367 -0.0217 -1.2428 2.3186
O -0.729 1.390 2.364 -0.4777 0.5841 -1.6384
C -1.253 0.504 0.127 0.3995 0.6837 -0.7496
C 3.629 0.999 1.022 -0.2539 0.9702 -1.4782
O 3.967 1.741 0.115 0.4159 -0.4705 1.1935
O 4.281 0.919 2.206 -0.5748 -0.3157 -0.5570
H 2.448 -0.648 2.774 0.0411 0.1735 -0.0178
H 1.163 0.374 2.434 -0.0914 0.1178 0.2484
H 2.807 -0.763 0.311 0.0314 -0.4520 -0.3190
H 1.793 1.186 -0.994 0.5149 -0.2270 -0.3417
H 1.163 1.789 0.448 -0.2248 -0.2177 0.0979
H 1.256 -1.287 -1.409 0.3180 -0.1177 -0.2703
H -1.385 -2.373 -0.697 0.3813 0.3534 -0.8248
H -0.434 -2.783 -2.138 0.2533 -0.2556 0.0747
H -2.305 -1.878 -3.199 -0.0320 0.0394 0.4277
H -1.275 -0.514 -3.105 0.2837 0.6982 -0.1071
H -3.520 -0.010 -2.220 -1.0334 0.7453 -0.5518
H -3.523 -1.387 -1.116 0.4904 0.6248 -0.6632
H -3.209 1.476 2.408 -0.4658 -0.4392 -0.6577
H 5.035 1.513 2.137 0.2150 0.2064 -0.0274
```
Positions in Å, forces in eV/Å.

Repeat the third record exactly.
Formula: C3H6ClNO3S
Source: the OMol25 dataset
Level of theory: ωB97M-V/def2-TZVPD

Values from the calculation:
LUMO in eV: 0.54
Orbital gap in Ha: 0.383
Largest force on an atom in eV Å⁻¹: 3.6
HOMO in eV: -9.90
Structure (SMILES): C/N=C(\Cl)OS(C)(=O)=O

```
15
Properties=species:S:1:pos:R:3:forces:R:3
C 0.397 1.285 2.479 -1.7903 1.7207 0.2102
N 0.322 0.587 1.239 0.8684 0.8973 -1.6623
C 1.075 0.658 0.235 -0.5320 0.6423 3.1589
Cl 2.637 1.449 0.205 -0.3185 -0.0914 -0.4679
O 0.730 0.051 -0.902 0.5745 -0.7820 -1.1856
S -0.563 -0.951 -0.725 -3.5540 -0.4896 0.6705
C -0.859 -1.335 -2.471 -0.6809 1.0479 0.0720
O -0.234 -2.083 0.078 0.6117 0.1437 -0.3203
O -1.699 -0.129 -0.350 1.1857 -0.8452 -0.8104
H 1.323 1.331 2.958 1.9272 -0.0856 0.4220
H -0.017 2.385 2.545 0.6538 -2.0177 -0.9663
H -0.256 0.731 3.111 -0.5070 -0.2875 0.8359
H -0.725 -2.294 -2.983 0.7767 -0.0678 1.0190
H -1.964 -1.122 -2.595 1.4845 0.3585 0.1287
H -0.167 -0.563 -2.825 -0.6997 -0.1437 -1.1046
```
Positions in Å, forces in eV/Å.

Please write out number 1 again, unchanged.
Formula: C13H18N2O4
Source: the OMol25 dataset
Level of theory: ωB97M-V/def2-TZVPD

Values from the calculation:
LUMO in eV: 0.50
Orbital gap in Ha: 0.355
Largest force on an atom in eV Å⁻¹: 3.5
HOMO in eV: -9.14
Structure (SMILES): C[C@@H](O)[C@H](NC(=O)[C@@H](N)Cc1ccccc1)C(=O)O

```
37
Properties=species:S:1:pos:R:3:forces:R:3
C -3.898 -1.037 1.583 0.1689 1.1172 0.2698
C -3.609 -1.169 0.118 0.5291 0.4585 -1.1247
O -4.768 -1.187 -0.779 0.4051 0.2955 0.3902
C -2.789 0.059 -0.473 -1.4843 -0.3177 0.5447
N -1.445 0.163 -0.025 -0.1225 0.1278 0.2620
C -0.398 -0.595 -0.426 -1.3281 -0.4431 0.2845
O -0.563 -1.716 -0.896 0.6229 0.7157 -0.1577
C 0.921 0.073 -0.155 3.2915 -0.5351 -1.0223
N 0.942 1.131 0.822 0.8397 1.5319 0.4141
C 2.027 -0.997 0.173 -0.9322 -0.9493 0.0590
C 3.421 -0.445 0.090 -0.1656 -0.0130 0.0082
C 4.324 -0.546 1.146 0.5372 0.9410 -1.2187
C 5.614 -0.034 1.018 -0.3380 -0.7182 -1.3627
C 6.055 0.461 -0.228 1.3678 1.9872 0.8068
C 5.183 0.585 -1.276 -1.7326 -0.0627 -0.3306
C 3.857 0.150 -1.068 0.1857 0.6843 -2.6562
C -3.513 1.403 -0.044 1.5357 -0.0153 -0.6483
O -2.907 2.286 0.513 -0.4317 -0.5419 -0.0244
O -4.763 1.561 -0.443 -0.6215 -0.6638 -0.2041
H -4.347 -1.935 1.977 -0.3278 -0.2481 0.1130
H -4.564 -0.165 1.724 0.3146 -0.4292 0.4360
H -2.922 -0.905 2.124 -0.9123 0.1091 -0.4780
H -2.970 -2.039 0.045 -0.0386 -0.3656 -0.8348
H -5.372 -1.939 -0.758 0.5360 -0.0818 0.5318
H -2.801 -0.006 -1.570 -0.2925 -0.1457 0.1923
H -1.271 1.052 0.391 0.5392 0.7454 0.2919
H 1.349 0.572 -1.113 -1.3772 -0.8242 1.1829
H 0.864 0.883 1.814 -0.1267 -0.4710 -0.6324
H 1.875 1.604 0.744 -1.3347 -0.4524 0.0900
H 1.946 -1.874 -0.531 -0.0952 0.8358 0.7055
H 1.819 -1.372 1.210 0.2084 0.1538 -0.8144
H 3.953 -0.949 2.038 -0.1364 -0.6288 1.3306
H 6.313 -0.172 1.804 0.4526 0.2454 0.7008
H 7.002 1.079 -0.307 -0.8008 -1.4437 0.2483
H 5.381 1.066 -2.256 0.3175 -0.3924 0.9621
H 3.199 0.328 -1.976 0.4804 -0.5436 1.3891
H -5.099 0.718 -0.834 0.2661 0.3381 0.2956
```
Positions in Å, forces in eV/Å.